(1)
Formula: C7H14N2O
Source: OMol25
Level of theory: wB97M-V/def2-TZVPD

Each line ends with the Löwdin charge.
Positions of all 24 atoms, in Å:
C: 1.7459 0.6111 0.4740  -0.304
C: 1.7464 -0.7440 -0.1596  -0.296
C: -2.4725 -0.2422 -0.0677  -0.507
C: 2.9607 1.4985 0.2988  -0.026
C: 2.5038 -1.9912 0.0308  -0.013
C: -3.4768 0.1205 0.9857  -0.066
C: -2.4117 0.6962 -1.2404  -0.057
N: -1.7696 -1.2717 0.0973  0.125
N: 0.7845 -0.4295 -0.9627  0.118
O: 0.6791 0.8885 -0.4684  -0.094
H: 1.3565 0.6411 1.4964  0.155
H: 3.7827 1.1176 0.9007  0.081
H: 2.7268 2.5135 0.6097  0.081
H: 3.2557 1.5147 -0.7482  0.089
H: 3.4572 -1.7834 0.5125  0.081
H: 2.6718 -2.4774 -0.9271  0.085
H: 1.9357 -2.6761 0.6608  0.088
H: -3.1171 0.9827 1.5461  0.077
H: -3.6161 -0.7106 1.6710  0.070
H: -4.4285 0.3884 0.5304  0.073
H: -3.3214 0.5971 -1.8330  0.080
H: -1.5517 0.4803 -1.8689  0.058
H: -2.3445 1.7246 -0.8912  0.079
H: -1.0967 -1.4487 -0.6471  0.021

Properties
HOMO-LUMO gap = 9.9 eV
SMILES = CC1=NO[C@@H]1C.CC(C)=N
F_max = 1.080 eV/A
energy relative to the best compared isomer or geometry (same formula, charge and spin) = 66.4 kcal per mole


(2)
Formula: C7H14N2O
Source: OMol25
Level of theory: wB97M-V/def2-TZVPD

Each line ends with the Löwdin charge.
Positions of all 24 atoms, in Å:
C: -1.9669 -0.4649 -0.0948  0.085
C: -0.2248 1.2480 0.6356  -0.296
C: 0.3657 -0.9826 -0.2716  -0.526
C: -0.4453 1.9349 1.9161  -0.047
C: -0.4637 2.0329 -0.5647  -0.051
C: 1.1055 -0.6809 -1.5552  -0.063
C: 0.9803 -2.2506 0.3463  -0.022
N: 0.6090 0.1140 0.6052  0.078
N: -1.0956 -1.2196 -0.6553  -0.352
O: -1.2571 -2.2473 -1.3458  -0.112
H: -2.9134 -0.5743 -0.4955  0.020
H: 0.1661 1.5756 2.8678  0.128
H: -1.5015 1.7948 2.2544  0.107
H: -0.2359 3.0059 1.8704  0.076
H: -1.4610 2.2611 -0.8032  0.078
H: 0.0407 1.5909 -1.4485  0.088
H: 0.0023 3.0170 -0.3574  0.099
H: 1.5678 -1.6894 -1.9691  0.112
H: 2.1345 -0.0830 -1.4243  0.129
H: 0.4978 -0.2697 -2.3696  0.073
H: 2.0660 -2.3267 0.2506  0.093
H: 0.5669 -3.0697 -0.2190  0.076
H: 0.5540 -2.4236 1.3323  0.090
H: 0.9084 -0.2927 1.4953  0.137

Properties
HOMO-LUMO gap = 7.4 eV
F_max = 4.718 eV/A
energy relative to the best compared isomer or geometry (same formula, charge and spin) = 143.1 kcal per mole


(3)
Formula: C7H14N2O3
Source: OMol25
Level of theory: wB97M-V/def2-TZVPD

Each line ends with the Löwdin charge.
Positions of all 26 atoms, in Å:
C: 0.8131 0.3634 -0.9411  -0.355
C: 0.7947 0.5576 0.5787  -0.461
C: 0.3214 -1.0268 -1.3778  -0.349
C: -0.6088 -1.8691 -0.4315  -0.038
C: -0.0529 -1.0308 -2.9088  -0.056
C: -0.6818 1.7310 2.1813  -0.138
C: -1.6398 1.1416 3.1061  -0.520
H: 2.7463 1.0600 -0.5126  0.112
H: 2.5780 0.1567 -2.1498  0.121
H: 0.1674 1.0991 -1.3114  0.102
H: 1.2892 -1.4101 -1.2604  0.095
H: -0.2066 -1.9468 0.5136  0.034
H: -0.5776 -2.9203 -0.9183  0.108
H: -1.6834 -1.6280 -0.4920  0.083
H: -0.9446 -1.5810 -3.1428  0.049
H: 0.1226 -0.0715 -3.5469  0.111
H: 0.7077 -1.8213 -3.2134  0.087
H: -0.9731 1.4587 0.1525  0.167
H: -1.0927 2.7568 1.9634  0.156
H: 0.2522 1.8074 2.8121  0.160
H: -0.5417 -0.4263 3.1541  0.124
N: 2.1643 0.6729 -1.3110  0.034
N: -0.4119 1.0829 0.9498  0.069
O: 1.5767 0.2729 1.4528  0.080
O: -2.6205 1.7761 3.4062  0.119
O: -1.4981 -0.2051 3.2471  0.106

Properties
HOMO-LUMO gap = 9.8 eV
SMILES = CC(C)[C@H](N)C(=O)NCC(=O)O
F_max = 4.705 eV/A
energy relative to the best compared isomer or geometry (same formula, charge and spin) = 58.6 kcal per mole


(4)
Formula: C7H14N2O4
Source: OMol25
Level of theory: wB97M-V/def2-TZVPD

Each line ends with the Löwdin charge.
Positions of all 27 atoms, in Å:
C: 2.6887 0.4689 0.5694  -0.299
C: 1.3040 0.6953 -0.1843  -0.447
C: 3.7052 -0.3827 -0.3814  -0.074
C: -1.1740 0.4414 -0.3292  -0.150
C: -2.0634 0.7040 0.8152  -0.327
C: -1.6936 -0.7854 -1.1055  -0.350
C: -1.1794 -0.6799 -2.5742  -0.048
H: 1.9810 0.1221 2.5636  0.056
H: 3.0213 -1.1191 2.1169  0.098
H: 2.9740 1.5105 0.6717  0.125
H: 3.7462 -1.5565 0.1489  0.120
H: 3.4129 -0.1990 -1.5949  0.138
H: 4.7778 -0.0364 0.0002  0.081
H: 0.3654 -0.3149 1.3191  0.148
H: -1.1079 1.3381 -0.9987  0.169
H: -2.7200 -0.7669 -1.1916  0.130
H: -0.1016 -1.7396 -0.3991  0.208
H: -1.3245 -1.6398 -3.0318  0.053
H: -1.6205 0.0777 -3.3284  0.118
H: -0.0383 -0.7466 -2.7610  0.106
H: -1.4080 -1.2670 1.0015  0.174
N: 2.3482 -0.3722 1.7900  -0.004
N: 0.2136 0.1409 0.3709  0.088
O: 1.2690 1.5444 -1.1225  0.004
O: -2.7746 1.6906 1.3215  0.024
O: -1.1917 -2.0049 -0.5032  -0.093
O: -2.2296 -0.5817 1.4912  -0.048

Properties
HOMO-LUMO gap = 10.2 eV
SMILES = C[C@H](N)C(=O)N[C@H](C(=O)O)[C@@H](C)O
F_max = 8.340 eV/A
energy relative to the best compared isomer or geometry (same formula, charge and spin) = 112.8 kcal per mole


(5)
Formula: C7H14N3
Source: OMol25
Level of theory: wB97M-V/def2-TZVPD

Each line ends with the Löwdin charge.
Positions of all 24 atoms, in Å:
C: 2.9176 0.2994 0.1662  -0.084
C: 2.6148 1.5959 0.0348  -0.042
C: 0.5813 0.5632 0.0204  0.039
C: -1.1071 -0.6640 1.3206  -0.002
C: -0.9587 -0.8319 -1.1075  -0.070
C: -1.7024 1.3435 -0.4759  -0.035
C: -0.8528 0.1700 0.0785  -0.504
N: 1.9108 -0.5457 0.0588  -0.047
N: 1.2447 1.7093 -0.0687  0.131
N: 1.9962 -1.8565 0.2992  0.107
H: 3.8940 -0.0214 0.2559  0.123
H: 3.1218 2.5317 -0.0840  0.132
H: -0.5707 -1.5284 1.3942  0.058
H: -0.9308 -0.0416 2.1995  0.110
H: -2.0821 -0.8312 1.4271  0.055
H: -0.8687 -0.5407 -2.1235  0.078
H: -0.4093 -1.7733 -0.8689  0.077
H: -2.0216 -1.3464 -1.1717  0.142
H: -1.3237 1.9299 -1.2480  0.052
H: -2.7015 0.8506 -0.7916  0.127
H: -1.8924 2.1762 0.3448  0.130
H: 0.9798 2.6707 -0.2211  0.184
H: 1.7653 -2.2298 -0.6095  0.113
H: 2.8360 -2.1949 0.7437  0.126

Properties
HOMO-LUMO gap = 9.3 eV
SMILES = CC(C)(C)c1[nH+]ccn1N
total charge = +1
F_max = 6.997 eV/A
energy relative to the best compared isomer or geometry (same formula, charge and spin) = 109.1 kcal per mole


(6)
Formula: C7H14N3
Source: OMol25
Level of theory: wB97M-V/def2-TZVPD

Each line ends with the Löwdin charge.
Positions of all 24 atoms, in Å:
C: 2.4611 1.4547 -0.0745  0.146
C: 1.3510 0.7076 0.2909  -0.198
C: 0.0183 1.1269 0.6711  -0.201
C: 2.9646 -0.8054 -0.2953  -0.225
C: -3.2230 -0.1392 -0.7477  -0.083
C: 0.6042 -1.6508 0.3579  0.034
C: -2.3732 0.6426 0.2313  -0.205
N: 3.6515 0.4125 -0.4114  0.194
N: 1.6883 -0.6140 0.3521  0.000
N: -0.9175 0.5083 -0.1499  -0.119
H: 2.7955 2.4853 -0.2211  0.126
H: -0.0189 0.8365 1.6628  0.124
H: 0.0873 2.3053 0.6597  0.178
H: 2.8189 -1.1361 -1.3395  0.192
H: 3.5357 -1.6006 0.1494  0.158
H: -2.7989 -0.9863 -1.1646  0.047
H: -4.1849 -0.4083 -0.1628  0.129
H: -3.4425 0.3797 -1.5837  0.034
H: -0.2406 -1.3171 -0.1105  0.031
H: 0.7579 -2.6595 0.0183  0.105
H: 0.3641 -1.7053 1.4634  0.137
H: -2.3086 0.0531 1.2569  0.157
H: -2.7985 1.5989 0.3037  0.095
H: -0.7917 0.5113 -1.1566  0.143

Properties
HOMO-LUMO gap (spin up / spin down) = 6.7 / 6.8 eV
SMILES = CCNCC1=[N+](C)CN=C1
total charge = +1
F_max = 8.176 eV/A
energy relative to the best compared isomer or geometry (same formula, charge and spin) = 132.9 kcal per mole


(7)
Formula: C7H14N3O2
Source: OMol25
Level of theory: wB97M-V/def2-TZVPD

Each line ends with the Mulliken spin population.
Positions of all 26 atoms, in Å:
C: 1.5037 -1.0323 0.5355  -0.004
C: -2.5549 0.2656 0.1083  0.662
C: -0.4193 -0.7426 -0.6328  0.125
C: 1.5205 0.4322 -0.0297  0.016
C: 2.4170 0.4281 -1.2329  0.037
C: 1.9284 1.4093 1.1542  0.023
C: -1.9896 -1.0374 0.1157  0.139
N: -2.1993 1.1405 1.0189  0.269
N: -2.5899 -2.0909 -0.6592  0.171
N: 0.0722 0.5554 -0.4111  0.447
O: 2.3049 -1.5734 1.2178  0.014
O: 0.4253 -1.6919 0.0768  0.044
H: -3.0928 0.8289 -0.6169  0.018
H: -0.4218 -1.0762 -1.7067  0.035
H: 3.5005 0.1468 -0.9155  0.012
H: 2.6545 1.4566 -1.6616  0.001
H: 1.9755 -0.1624 -1.9898  -0.002
H: 2.2664 2.3858 0.7519  -0.001
H: 2.9172 0.8999 1.4614  -0.001
H: 1.0048 1.6611 1.7855  -0.004
H: -1.6905 -1.1154 1.1718  0.014
H: -2.3200 2.1553 0.8609  -0.005
H: -2.0608 -3.0070 -0.7243  -0.004
H: -3.5697 -2.3155 -0.3347  0.016
H: -0.0029 1.1481 -1.2501  -0.001
H: -1.5794 0.9315 1.9067  -0.020

Properties
HOMO-LUMO gap (spin up / spin down) = 7.3 / 5.4 eV
total charge = +1
F_max = 6.663 eV/A
<S²> = 2.01
energy relative to the best compared isomer or geometry (same formula, charge and spin) = 0.0 kcal per mole
multiplicity = 3


(8)
Formula: C7H14N3O3
Source: OMol25
Level of theory: wB97M-V/def2-TZVPD

Each line ends with the Löwdin charge.
Positions of all 27 atoms, in Å:
C: 0.2181 -1.3035 0.3590  -0.076
C: 1.0153 -0.2987 -0.5387  -0.547
C: -1.0416 0.5755 1.0816  -0.360
C: 1.2158 -1.1311 -1.8770  -0.061
C: 2.3507 0.0873 0.0608  -0.020
C: -2.0908 0.4746 0.0583  -0.068
C: -0.9193 1.8872 1.8694  -0.015
N: -0.2979 -0.4401 1.4092  -0.253
N: 0.2545 0.9100 -0.6949  0.032
N: 0.0859 1.6106 -1.7884  -0.467
O: 0.3893 -0.4528 2.5478  -0.212
O: 0.6817 1.4366 -2.8627  -0.056
O: -0.6767 2.6028 -1.5830  -0.100
H: -0.5984 -1.9568 -0.1171  0.148
H: 0.8588 -1.9557 0.8411  0.094
H: 0.2368 -0.9261 -2.5062  0.104
H: 1.2944 -2.1604 -1.6088  0.042
H: 2.0169 -0.7240 -2.5387  0.074
H: 1.8502 0.2848 0.9769  0.054
H: 2.7949 0.8773 -0.5526  0.087
H: 2.9972 -0.8306 -0.0832  0.099
H: -2.2139 1.4827 -0.4020  0.071
H: -3.1182 0.3251 0.5251  0.098
H: -1.7774 -0.1595 -0.7887  0.082
H: -1.8710 1.9860 2.4420  0.075
H: -0.7939 2.6967 1.0640  0.099
H: -0.0964 1.5721 2.5768  0.075

Properties
HOMO-LUMO gap (spin up / spin down) = 7.3 / 7.3 eV
SMILES = CC(C)=[N+]([O-])CC(C)(C)N=[N+]([O-])[O-]
total charge = -1
F_max = 5.072 eV/A
energy relative to the best compared isomer or geometry (same formula, charge and spin) = 9.2 kcal per mole


(9)
Formula: C7H14N3OSr
Source: OMol25
Level of theory: wB97M-V/def2-TZVPD

Each line ends with the Löwdin charge.
Positions of all 26 atoms, in Å:
C: 1.3883 2.1593 -1.6724  -0.122
Sr: 0.2008 -0.0273 -0.1535  0.543
N: -0.9398 -1.2633 1.5410  -0.131
H: -1.3324 1.0774 0.2648  -0.277
H: -1.6724 -1.7115 1.0376  0.009
H: 1.1344 1.8756 -0.6053  -0.093
H: 1.0407 3.1830 -1.8495  0.027
H: 0.7729 1.4969 -2.3621  0.034
H: 2.4262 2.1782 -1.7374  -0.010
H: -0.2656 -1.8803 1.8950  -0.011
H: -1.2770 -0.6067 2.2007  -0.013
N: 0.9998 -6.7433 -3.2881  0.133
C: 2.0001 -5.8405 -2.8425  -0.481
O: 3.1695 -6.2242 -2.7291  -0.035
C: 1.6208 -4.4264 -2.4678  -0.204
C: 0.3645 -3.8933 -2.6536  -0.101
C: 0.0635 -2.6566 -2.1461  -0.229
N: 0.9652 -1.8967 -1.4607  -0.242
C: 2.2273 -2.4094 -1.3220  -0.213
C: 2.5858 -3.6356 -1.8098  -0.067
H: 1.3215 -7.6658 -3.4810  0.076
H: 0.0821 -6.5034 -3.3532  0.017
H: -0.4475 -4.4574 -3.1554  0.098
H: -0.9887 -2.2516 -2.2180  0.097
H: 2.9475 -1.7977 -0.7009  0.088
H: 3.6031 -4.0115 -1.6107  0.109

Properties
HOMO-LUMO gap (spin up / spin down) = 3.2 / 4.7 eV
total charge = -1
F_max = 3.837 eV/A
energy relative to the best compared isomer or geometry (same formula, charge and spin) = 0.0 kcal per mole


(10)
Formula: C7H14N5
Source: OMol25
Level of theory: wB97M-V/def2-TZVPD

Each line ends with the Mulliken spin population.
Positions of all 26 atoms, in Å:
C: -0.8646 2.0852 -1.6068  -0.026
C: 1.4157 0.5262 1.6924  -0.027
C: -0.0599 0.1176 0.0270  0.422
C: -1.4004 -0.2542 -2.3535  0.008
C: 2.2353 -0.8134 -0.3231  -0.009
C: -1.8610 0.4722 1.6502  0.036
C: -0.4510 0.7110 -1.6873  0.602
N: -0.9994 3.0360 -0.9515  0.393
N: 0.3556 1.1553 2.0431  0.198
N: 1.2242 -0.1024 0.4329  0.361
N: 2.5294 0.2913 2.3880  -0.017
N: -0.6624 0.9621 1.0205  0.000
H: -0.6642 -0.8973 -0.1905  0.042
H: -2.2699 -0.3984 -1.7137  -0.003
H: -1.7245 0.1165 -3.2527  0.006
H: -0.9278 -1.2660 -2.2955  -0.007
H: 3.2252 -0.3583 -0.1625  0.011
H: 2.3767 -1.7634 -0.0193  0.017
H: 1.9939 -0.8660 -1.3622  0.003
H: -2.6947 0.6859 1.0009  -0.006
H: -1.7550 -0.6249 1.8230  -0.012
H: -1.9318 0.9465 2.7313  0.003
H: 0.5181 0.5364 -2.3026  0.005
H: 2.9332 1.0067 3.0673  0.003
H: 3.1919 -0.5377 2.1670  0.002
H: -0.8254 1.9432 0.6667  -0.008

Properties
HOMO-LUMO gap (spin up / spin down) = 5.2 / 6.2 eV
total charge = +1
F_max = 5.069 eV/A
<S²> = 2.01
energy relative to the best compared isomer or geometry (same formula, charge and spin) = 45.7 kcal per mole
multiplicity = 3


(11)
Formula: C7H14NO
Source: OMol25
Level of theory: wB97M-V/def2-TZVPD

Each line ends with the Löwdin charge.
Positions of all 23 atoms, in Å:
C: -0.6447 -0.3533 -0.6097  -0.119
C: 0.5289 -0.6313 -1.4333  -0.471
C: -0.4669 0.2960 1.0794  -0.665
C: 1.2652 -1.8672 -1.0202  -0.097
C: 0.9163 -0.0399 -2.5518  -0.044
C: -0.2577 1.7593 0.6736  -0.105
C: -1.8508 0.1540 1.6451  -0.105
N: 0.3535 -0.3135 1.9390  -0.135
O: 1.6942 0.1070 1.8521  -0.180
H: -1.2262 0.3594 -1.0978  0.052
H: -1.1580 -1.2787 -0.2050  0.118
H: 2.2177 -2.1214 -1.6089  0.086
H: 0.6902 -2.7637 -1.1385  0.054
H: 1.4032 -1.6517 0.0434  0.062
H: 1.6690 -0.7425 -3.1480  0.075
H: 1.6465 0.9298 1.3514  0.022
H: 0.5566 0.9666 -2.8495  0.043
H: 0.5235 1.8220 -0.0525  0.042
H: -0.0068 2.4212 1.5751  0.091
H: -1.1996 2.3073 0.2366  0.105
H: -2.0141 0.9777 2.3482  0.073
H: -2.0786 -0.7060 2.1346  0.030
H: -2.5614 0.3690 0.8366  0.071

Properties
HOMO-LUMO gap = 5.2 eV
SMILES = C=C(C)CC(C)(C)[N-]O
total charge = -1
F_max = 3.844 eV/A
energy relative to the best compared isomer or geometry (same formula, charge and spin) = 27.6 kcal per mole


(12)
Formula: C7H14NO
Source: OMol25
Level of theory: wB97M-V/def2-TZVPD

Each line ends with the Löwdin charge.
Positions of all 23 atoms, in Å:
C: 1.5777 0.7476 0.3143  -0.100
C: 2.3887 -0.0828 -0.3332  -0.166
C: 0.1597 0.9755 0.0829  -0.099
C: -0.6335 -0.2736 0.1632  -0.320
C: 3.7965 -0.3803 0.0290  -0.053
C: -2.8555 -1.3199 0.0737  0.065
C: -2.5429 1.1102 -0.2808  0.005
N: -1.9103 -0.1820 -0.0428  -0.090
O: -0.0995 -1.4178 0.4119  0.149
H: 2.0893 1.1888 1.2191  0.154
H: -0.3053 1.7152 0.6877  0.126
H: 0.0245 1.4750 -0.9287  0.168
H: 4.3275 -0.2737 -0.8820  0.080
H: 3.7942 -1.3807 0.3845  0.082
H: 4.2654 0.2837 0.7305  0.087
H: -3.5088 -1.1243 0.8390  0.089
H: -3.3099 -1.2541 -0.8862  0.105
H: -2.3650 -2.2090 0.1693  0.073
H: -2.6810 1.8241 0.5316  0.113
H: -1.8047 1.6705 -0.9252  0.104
H: -3.5247 0.8270 -0.6947  0.113
H: 2.1253 -0.6037 -1.1692  0.098
H: 0.9924 -1.3156 0.5062  0.215

Properties
HOMO-LUMO gap = 11.1 eV
SMILES = C/C=C/CC(O)=[N+](C)C
total charge = +1
F_max = 3.464 eV/A
energy relative to the best compared isomer or geometry (same formula, charge and spin) = 48.3 kcal per mole